Entry from OMol25: C20H32N4O5 as an isolated structure at a distorted geometry (wB97M-V/def2-TZVPD).

```
! RIJCOSX wB97M-V def2-TZVPD def2/J DEFGRID3
* xyz 0 1
C 6.030 1.209 3.001
C 4.917 0.363 2.426
C 4.554 0.017 1.075
C 3.557 -0.884 1.442
N 3.375 -0.920 2.811
O 4.330 -0.352 3.505
N 2.841 -1.700 0.736
C 2.943 -1.309 -0.869
O 3.631 -0.486 -1.397
C 1.975 -2.372 -1.576
H 2.669 -2.685 -2.662
C 0.779 -1.812 -1.953
C -0.363 -1.760 -0.586
O 0.151 -2.310 0.363
N -1.574 -1.571 -0.903
C -2.183 -1.363 -2.015
H -3.339 -1.622 -2.006
C -2.233 0.212 -2.186
H -1.264 0.672 -2.201
H -2.911 0.562 -1.543
C -2.552 0.796 -3.697
C -2.367 2.048 -3.753
H -3.119 2.618 -3.167
H -2.674 2.388 -4.745
H -1.336 2.695 -3.777
C -4.094 0.289 -4.108
H -4.824 0.734 -3.158
H -4.076 -0.833 -4.264
H -4.288 0.616 -4.902
H -1.981 0.207 -4.365
H -1.618 -1.707 -3.075
C -2.459 -1.712 0.242
H -1.986 -2.429 0.993
H -3.418 -2.334 0.059
C -2.979 -0.494 0.941
O -4.066 -0.496 1.118
N -2.018 0.587 0.840
H -1.146 -0.002 0.681
C -2.187 1.680 1.536
C -0.853 1.892 2.402
C -0.813 0.835 3.540
H -0.378 1.154 4.526
H -1.443 0.239 3.659
C 0.565 0.309 3.064
H 1.385 -0.052 3.677
H 0.182 -0.522 2.235
C 1.087 1.420 2.176
H 1.676 1.114 1.366
O 0.170 2.164 1.412
H 1.918 2.007 2.804
H -1.132 3.037 2.821
H -2.319 2.526 0.731
H -3.241 1.737 1.984
H 0.076 -2.512 -2.626
H 0.533 -0.902 -2.196
H 1.906 -3.567 -1.060
H 2.125 -2.100 0.944
H 5.060 0.337 0.347
H 5.655 1.973 3.563
H 6.381 1.521 2.203
H 6.768 0.851 3.570
*
```

Summary:
HOMO-LUMO gap	8.36	eV
relative energy (zero: lowest compared OMol25 entry of this formula, charge and spin)	2139.4	kJ/mol
E_LUMO	0.4	eV
total energy	-1375.744819	Ha